No. 1
Formula: C3H10OS2
Source: the Open Molecules 2025 dataset
Level of theory: wB97M-V/def2-TZVPD

Summary:
Lowest unoccupied orbital energy (eV): 0.451
E_tot (hartree): -991.897990
Kohn-Sham gap (eV): 9.35

```
! RIJCOSX wB97M-V def2-TZVPD def2/J DEFGRID3
* xyz 0 1
S 3.147 -0.362 -0.653
S 1.499 -1.511 -0.142
O -1.322 1.275 -3.612
C -0.944 -0.226 0.768
C -0.633 -0.659 2.216
C 0.336 -0.121 -0.135
H -1.463 0.751 0.821
H 3.293 0.232 0.550
H -1.611 -0.933 0.238
H 0.110 0.078 -1.200
H -1.182 1.904 -2.869
H -1.613 -0.885 2.669
H -0.422 1.118 -3.977
H 0.962 0.712 0.238
H -0.172 0.174 2.773
H 0.014 -1.548 2.314
*
```



No. 2
Formula: C4H7NO2
Source: the Open Molecules 2025 dataset
Level of theory: wB97M-V/def2-TZVPD

Summary:
Lowest unoccupied orbital energy (eV): 0.850
E_tot (hartree): -361.809469
Kohn-Sham gap (eV): 10.19

```
! RIJCOSX wB97M-V def2-TZVPD def2/J DEFGRID3
* xyz 0 1
O 1.718 1.487 -0.319
O -0.358 0.798 -1.290
N -0.318 -1.492 0.119
C 0.659 0.619 -0.325
C -0.714 0.852 0.113
C -1.250 -0.472 0.623
C 0.983 -0.838 -0.051
H 1.576 -0.899 0.870
H 1.392 2.363 -0.568
H -2.269 -0.699 0.294
H -0.640 -1.758 -0.805
H 1.553 -1.314 -0.854
H -1.082 1.809 0.474
H -1.249 -0.457 1.721
*
```



No. 3
Formula: C2H8NO2PS
Source: the Open Molecules 2025 dataset
Level of theory: wB97M-V/def2-TZVPD

Summary:
Lowest unoccupied orbital energy (eV): 0.698
E_tot (hartree): -1025.672846
Kohn-Sham gap (eV): 9.63

```
! RIJCOSX wB97M-V def2-TZVPD def2/J DEFGRID3
* xyz 0 1
S 0.294 0.339 -0.211
P 2.970 -0.234 0.146
O -0.629 -0.813 0.555
O 0.413 -0.052 -1.575
N 1.463 0.584 0.749
C -1.576 -1.479 -0.226
C -0.817 1.766 0.011
H -1.428 -1.179 -1.245
H -1.344 -2.593 -0.334
H 3.668 0.187 1.342
H 2.477 -1.514 0.644
H -0.142 2.572 -0.154
H -1.532 1.822 -0.875
H -2.590 -1.168 0.183
H -1.226 1.763 0.990
*
```



Number 3 is which compound?
C2H8NO2PS



Which of these has the highest Kohn-Sham gap?
C4H7NO2



What is the E_tot in the first record?
-991.897990 hartree